DFT (ωB97M-V with the def2-TZVPD basis set) results for a structure of composition C16H20F5MoN8O4S at a distorted geometry.

DFT total energy ... -2326.1255 hartree
LUMO energy (spin up / spin down) ... -3.4 / -4.8 eV
Multiplicity ... 3
E_HOMO (spin up / spin down) ... -11.398 / -11.510 eV
Energy above the lowest of the compared OMol25 structures with the same formula, charge and spin ... 0.0 kJ/mol
Charge ... +1
Frontier orbital gap (spin up / spin down) ... 8.01 / 6.70 eV
F_max ... 1.04 eV Å⁻¹

Each line ends with the natural charge from an NBO analysis.
Cartesian coordinates (Å):
Mo: 0.11995 -0.38410 1.33048  1.3169
N: -0.54856 -1.09765 3.36838  -0.5996
N: -1.94687 -0.90063 3.38887  -0.5022
C: -2.53742 -0.05795 2.45315  0.8818
O: -3.67589 0.28258 2.53375  -0.5621
O: -1.69839 0.28966 1.45618  -0.7066
H: -0.36905 -2.09231 3.48879  0.3991
H: -0.10217 -0.58089 4.12566  0.4076
H: -2.43123 -1.02893 4.26425  0.4127
F: 0.18900 7.14747 0.90942  -0.2667
C: 0.34264 5.87934 1.26199  0.2849
C: -0.17402 4.87162 0.47349  0.3164
F: -0.82508 5.16633 -0.64943  -0.2853
C: -0.00809 3.55400 0.84818  0.3062
F: -0.52123 2.62498 0.02365  -0.3179
C: 0.66727 3.18825 1.99813  -0.2604
S: 0.93288 1.54291 2.60115  -0.1365
C: 1.17931 4.22565 2.76894  0.3406
F: 1.84735 3.95260 3.89034  -0.2844
C: 1.02499 5.55248 2.41738  0.2810
F: 1.53148 6.51165 3.18224  -0.2685
C: 4.10202 -2.54936 1.36061  -0.6891
C: 2.69748 -2.07805 1.28061  0.2812
N: 2.33429 -0.86078 1.48338  -0.1508
O: 3.36206 0.00099 1.75113  -0.5272
C: 1.54901 -2.97418 0.91878  0.2037
C: 1.59309 -4.42198 0.60003  -0.6750
N: 0.49737 -2.25967 0.90288  -0.0873
O: -0.77097 -2.35960 0.68642  -0.4353
H: 4.60993 -2.08367 2.20286  0.2675
H: 4.64146 -2.24889 0.45792  0.2687
H: 4.14698 -3.63286 1.44829  0.2389
H: 2.88226 0.82284 2.02704  0.4990
H: 2.45949 -4.65072 -0.02019  0.2510
H: 0.68847 -4.71266 0.07030  0.2603
H: 1.66441 -5.01928 1.51171  0.2525
C: -1.60268 -2.00826 -4.44534  -0.6142
C: -2.24853 -0.63537 -4.28699  -0.2316
C: -3.34753 -0.65625 -3.22864  -0.6188
C: -1.21591 0.45299 -4.01844  -0.2100
N: -0.46555 0.21347 -2.76457  -0.1603
C: -0.79261 0.49377 -1.52145  0.2506
N: 0.17002 0.04140 -0.74729  -0.3787
N: 1.09577 -0.54713 -1.55954  -0.0351
N: 0.71926 -0.43978 -2.77050  -0.0019
H: -2.33937 -2.73355 -4.79100  0.2309
H: -1.21184 -2.37275 -3.49086  0.2020
H: -0.78044 -1.99467 -5.16310  0.2211
H: -2.69519 -0.34665 -5.24295  0.2272
H: -2.96766 -0.99759 -2.26025  0.2003
H: -4.13492 -1.35361 -3.51431  0.2374
H: -3.81080 0.32451 -3.09347  0.2159
H: -1.67932 1.43317 -3.91994  0.2288
H: -0.46499 0.50038 -4.80268  0.2436
H: -1.68198 1.00675 -1.19541  0.2781

***

DFT (ωB97M-V with the def2-TZVPD basis set) results for a structure of composition C16H20F6MnN4O6S3Se.

DFT total energy ... -6638.1345 hartree
LUMO energy (spin up / spin down) ... -5.4 / -3.3 eV
Multiplicity ... 5
E_HOMO (spin up / spin down) ... -11.546 / -11.643 eV
Energy above the lowest of the compared OMol25 structures with the same formula, charge and spin ... 16.3 kJ/mol
Charge ... +1
Frontier orbital gap (spin up / spin down) ... 6.19 / 8.29 eV
F_max ... 0.17 eV Å⁻¹

Each line ends with the natural charge from an NBO analysis.
Cartesian coordinates (Å):
Mn: 0.08393 0.77545 -0.82238  1.3739
O: 1.94541 1.13658 -0.69594  -0.6020
N: 2.35261 2.37789 -1.02303  -0.0187
C: 3.53629 2.77230 -0.50004  0.0481
C: 4.06176 3.98690 -0.82298  -0.2481
C: 3.34767 4.81294 -1.70088  -0.1277
C: 2.14466 4.39433 -2.20512  -0.2240
C: 1.60814 3.14164 -1.86125  0.0503
S: 0.08595 2.58280 -2.42711  -0.1997
H: 4.00226 2.04727 0.14899  0.2402
H: 5.01099 4.28422 -0.40437  0.2496
H: 3.74190 5.78084 -1.97799  0.2435
H: 1.56675 5.01256 -2.87621  0.2532
F: -4.78557 -1.99106 -0.74062  -0.2833
C: -4.06577 -0.96100 -1.14316  0.7479
F: -4.71666 0.16960 -0.90174  -0.2965
F: -3.81716 -1.06247 -2.44297  -0.2986
S: -2.47916 -0.94894 -0.20460  2.2529
O: -1.80125 0.19743 -0.87261  -0.9904
O: -2.81008 -0.74312 1.17186  -0.9168
N: -1.72185 -2.22609 -0.60257  -1.2352
S: -1.64212 -3.57234 0.27214  2.2583
O: -2.89945 -4.00460 0.77724  -0.8837
O: -0.76099 -4.44877 -0.42636  -0.9019
C: -0.66294 -3.04928 1.77710  0.7190
F: -1.44842 -2.76490 2.80325  -0.2971
F: 0.17485 -4.01217 2.12523  -0.2927
F: 0.07732 -1.94351 1.50327  -0.3603
C: 0.28459 -2.55905 -3.53282  -0.4302
C: 1.70898 -2.62766 -2.98169  -0.4256
C: 1.61827 -1.79690 -1.71352  -0.0682
O: 0.55328 -0.83277 -1.97076  -0.6387
C: -0.11032 -1.12914 -3.23905  -0.0644
H: -0.36435 -3.24722 -2.99202  0.2371
H: 0.23091 -2.77948 -4.59709  0.2380
H: 2.41980 -2.18705 -3.68176  0.2134
H: 2.02203 -3.64606 -2.76178  0.2439
H: 2.52078 -1.23464 -1.48141  0.2048
H: 1.31300 -2.39868 -0.85855  0.1988
H: 0.26993 -0.42259 -3.97873  0.1950
H: -1.17679 -0.98122 -3.09425  0.2140
C: -3.04971 1.75024 2.94552  -0.4100
N: -1.76198 1.12657 3.24237  -0.3024
C: -1.53416 0.31467 4.32502  -0.0364
C: -0.23116 -0.04549 4.28866  -0.0377
N: 0.32294 0.56273 3.18848  -0.3225
C: 1.71601 0.44184 2.77898  -0.4111
C: -0.62650 1.26183 2.54330  0.2363
Se: -0.38036 2.35964 1.03168  -0.0025
H: -3.82840 1.00146 3.05216  0.2407
H: -3.03620 2.11010 1.92225  0.2466
H: -3.21607 2.57918 3.63044  0.2247
H: -2.31514 0.05988 5.01866  0.2536
H: 0.34350 -0.67549 4.94351  0.2495
H: 2.32370 0.28827 3.66659  0.2321
H: 2.01342 1.36017 2.27968  0.2362
H: 1.84091 -0.39765 2.09899  0.2247

***

DFT (ωB97M-V with the def2-TZVPD basis set) results for the molecule C16H20FNO3.

DFT total energy ... -1002.0055 hartree
SMILES ... O=C(/C=C/c1ccc(OCCCF)cc1)N1CCOCC1
LUMO energy ... 0.2 eV
E_HOMO ... -8.307 eV
Energy above the lowest of the compared OMol25 structures with the same formula, charge and spin ... 0.0 kJ/mol
Charge ... 0
Frontier orbital gap ... 8.53 eV
F_max ... 0.78 eV Å⁻¹

Each line ends with the natural charge from an NBO analysis.
Cartesian coordinates (Å):
O: 0.65707 -1.78268 -3.74499  -0.6395
C: -0.18540 -1.97402 -2.88118  0.6515
C: -0.12367 -1.29790 -1.57167  -0.3196
C: 0.63159 -0.20175 -1.42858  -0.1044
C: 0.85033 0.56492 -0.22019  -0.1258
C: 0.18374 0.31219 0.97865  -0.1608
C: 0.42515 1.06280 2.11296  -0.2652
C: 1.35473 2.09835 2.07969  0.3131
O: 1.67627 2.89606 3.13210  -0.5000
C: 1.03841 2.68608 4.37461  -0.0637
C: 1.60128 3.69723 5.36656  -0.4508
C: 3.08522 3.45511 5.60966  0.0615
F: 3.56578 4.35819 6.52548  -0.3666
C: 2.02671 2.36620 0.88418  -0.2605
C: 1.77446 1.61671 -0.24012  -0.1460
N: -1.19012 -2.87951 -3.07130  -0.4353
C: -2.43054 -2.97272 -2.33727  -0.2405
C: -3.58357 -2.48135 -3.22739  -0.0765
O: -3.64869 -3.20519 -4.43085  -0.5222
C: -2.44140 -3.09191 -5.15529  -0.0795
C: -1.25638 -3.59820 -4.32966  -0.2589
H: -0.64209 -1.74244 -0.73763  0.1960
H: 1.14643 0.15410 -2.31306  0.2278
H: -0.54472 -0.48216 1.03327  0.2052
H: -0.11721 0.83330 3.01696  0.2129
H: -0.04580 2.83065 4.27356  0.1840
H: 1.22752 1.66347 4.73073  0.1737
H: 1.46607 4.70475 4.97083  0.2193
H: 1.05974 3.61770 6.31025  0.2178
H: 3.66268 3.59046 4.69101  0.1718
H: 3.26710 2.45841 6.02629  0.1550
H: 2.74200 3.17332 0.86953  0.2261
H: 2.30284 1.83591 -1.15612  0.2157
H: -2.40363 -2.37484 -1.42937  0.2138
H: -2.60364 -4.02376 -2.07543  0.1971
H: -4.54309 -2.62834 -2.72844  0.1952
H: -3.44134 -1.40921 -3.43825  0.1641
H: -2.57026 -3.68986 -6.05820  0.1974
H: -2.26819 -2.04144 -5.43323  0.1695
H: -0.31940 -3.43405 -4.86249  0.2540
H: -1.38597 -4.66458 -4.11558  0.1934

***

Q: Which formula does entry 3 have?
A: C16H20FNO3